Version 1
Computed, not measured: 2 unconnected molecules or ions with the total composition C2H9O2, with wB97M-V/def2-TZVPD.

Each line ends with the Mulliken charge.
Cartesian coordinates (Å):
O  -0.30930  -2.11132  -1.37508  -0.612
H  -0.03601  -0.86073  -0.68515  0.457
H  0.20476  -2.84000  -1.00461  0.349
H  -1.09790  -2.47928  -1.79202  0.330
C  0.10861  0.47955  1.00984  -0.069
O  0.09139  0.15428  -0.46406  -0.370
C  0.11260  1.95850  1.17986  -1.127
H  -0.78991  -0.01373  1.36708  0.295
H  1.04962  0.05855  1.40147  0.301
H  0.83505  0.53820  -0.96367  0.403
H  -0.79896  2.46432  0.86228  0.333
H  0.18180  2.15782  2.25684  0.340
H  0.95977  2.44503  0.67056  0.371

HOMO-LUMO gap = 13.42 eV
Total charge = +1
LUMO energy = -3.6 eV

---

Version 2
Computed, not measured: 2 unconnected molecules or ions with the total composition C2H9O2, with wB97M-V/def2-TZVPD.

Each line ends with the Mulliken charge.
Cartesian coordinates (Å):
O  1.41961  0.19506  -1.63502  -0.584
H  0.41509  -0.56639  -0.98838  0.421
H  2.17336  -0.32532  -1.90193  0.334
H  1.25206  0.94181  -2.19683  0.334
C  -0.54067  -0.64797  0.98111  -0.199
O  -0.35466  -1.13756  -0.49143  -0.417
C  -0.47787  0.85009  1.07064  -0.962
H  -1.54632  -1.08109  1.00402  0.339
H  0.13499  -1.24645  1.58193  0.315
H  -1.11712  -0.78951  -0.98417  0.443
H  0.36518  1.31769  0.56175  0.309
H  -1.34173  1.49093  0.86034  0.346
H  -0.38194  0.99871  2.13798  0.319

HOMO-LUMO gap = 13.35 eV
Total charge = +1
LUMO energy = -3.7 eV

---

Of all the structures shown, which is most stable? version 1, and version 2 is the least stable.